# C16H15NO3S6V

A molecular structure, C16H15NO3S6V (ωB97M-V/def2-TZVPD, the OMol25 dataset).

Computed properties:
**ΔE to the lowest compared entry with this formula, charge and spin**: 27.5 kJ/mol
**Orbital gap (spin up / spin down)**: 4.781 / 5.275 eV
**LUMO energy (spin up / spin down)**: 4.1 / 4.1 eV
**Calculated total energy**: -115172.915 eV

Geometry as ORCA input:
```
! RIJCOSX wB97M-V def2-TZVPD def2/J DEFGRID3
* xyz -2 4
V -0.92 -0.51 -0.47
O -0.52 -1.17 3.62
C -1.07 -1.34 2.53
O -1.04 -0.49 1.59
C -1.87 -2.62 2.32
C -2.34 -3.19 3.50
C -3.12 -4.33 3.54
C -3.41 -4.95 2.33
C -2.94 -4.42 1.15
C -2.16 -3.25 1.09
S -1.63 -2.81 -0.52
H -2.07 -2.67 4.41
H -3.48 -4.73 4.47
H -4.02 -5.85 2.30
H -3.17 -4.90 0.21
S -3.67 3.67 -6.00
C -3.03 2.75 -4.73
S -3.82 2.50 -3.23
C -2.67 1.42 -2.49
C -1.59 1.11 -3.29
S -0.24 0.10 -2.81
S -1.58 1.84 -4.86
S -2.96 0.89 -0.86
O 1.25 -0.85 -0.19
C 1.92 0.16 0.04
C 1.33 1.49 0.43
C 1.61 2.59 -0.59
C 2.98 3.26 -0.47
C 4.16 2.35 -0.77
C 4.23 1.15 0.18
N 3.28 0.10 -0.11
H 1.72 1.75 1.43
H 0.25 1.38 0.58
H 0.83 3.35 -0.49
H 1.48 2.17 -1.60
H 3.10 3.65 0.55
H 3.01 4.13 -1.14
H 5.09 2.92 -0.66
H 4.12 1.98 -1.80
H 4.11 1.49 1.21
H 5.22 0.68 0.13
H 3.61 -0.76 -0.51
*
```